C7H10O4S | wB97M-V/def2-TZVPD

Values from the calculation:
HOMO energy: -10.770 eV
ΔE to the lowest compared entry with this formula, charge and spin: 3.043 eV
largest force on an atom: 4.57 eV Å⁻¹
LUMO level: 0.5 eV
Kohn-Sham gap: 0.41463 Ha
energy: -971.74718 Eh

```
22
C7H10O4S, DFT wB97M-V/def2-TZVPD
S 0.62679 -0.03295 -1.77684
O -0.02736 0.57179 -2.95815
O 2.40141 2.01884 2.38184
O 1.03840 -1.39952 -1.91063
O 1.99447 -0.00501 1.25156
C -0.71325 -1.68824 1.01037
C -0.18075 0.46645 -0.21705
C 2.00517 1.03472 -1.07059
C -1.17309 -0.27819 0.66031
C 1.29425 0.95565 0.32583
C 2.00242 1.20044 1.60200
C -2.40629 -0.33562 -0.17537
H -2.87278 0.66855 -0.40485
H 0.12043 -1.49913 1.74812
H -2.15451 -0.85254 -1.11227
H 3.06906 0.62755 -1.07518
H -1.33043 0.16956 1.66118
H -0.65315 1.42619 -0.52855
H -1.59831 -2.10108 1.42833
H 2.06810 2.00554 -1.54994
H -3.25992 -0.63389 0.52645
H -0.25065 -2.31910 0.18344
```

=====

C12H32F10N7O15PS4 | wB97M-V/def2-TZVPD

Values from the calculation:
charge: -1
multiplicity: 2
HOMO energy (spin up / spin down): -1.821 / -5.915 eV
largest force on an atom: 12.62 eV Å⁻¹
LUMO level (spin up / spin down): 1.2 / 1.2 eV
Kohn-Sham gap (spin up / spin down): 0.11220 / 0.26259 Ha
energy: -4920.94948 Eh

```
81
C12H32F10N7O15PS4, DFT wB97M-V/def2-TZVPD
S 6.48488 1.59432 2.58444
S -4.52934 -1.88298 -1.21720
S -5.23554 0.20154 -0.50151
S 4.63039 0.60494 1.60177
P 0.28375 0.01600 -0.44278
F -5.30548 1.68951 -1.13395
F 7.52853 0.95852 3.58488
F -1.35057 -0.12119 -0.43166
F 3.43490 -0.47388 1.96527
F 1.86293 0.19437 -0.37432
F 0.47927 -1.57610 -0.52964
F 0.31629 -0.00721 1.19569
F 0.03710 1.60511 -0.63803
F 0.15769 -0.07754 -2.02903
F -5.16332 -2.79649 -2.34893
O -6.61161 0.19981 -0.01311
O -5.22239 -2.43860 -0.08126
O 7.31313 1.65070 1.44374
O 1.60097 -0.98875 5.37506
O -4.14301 0.33855 0.44121
O 0.44287 -0.90064 3.72308
O 3.44667 2.16257 -2.40179
O 3.92165 1.88437 1.63845
O 5.10197 0.08888 0.27457
O -2.72094 2.65553 2.16368
O 1.48036 0.75344 4.13855
O -0.23072 -4.61725 1.14550
O -3.12286 -2.27070 -1.35690
O -2.40574 1.76808 -5.24791
O 6.06219 2.77670 3.34817
N 1.16613 -0.35630 4.48426
N -5.00729 -0.42831 -1.85998
N 3.62079 0.27617 -4.00128
N 5.46445 0.28765 2.72196
N -1.56336 1.14586 3.64906
N 1.07652 -2.94027 1.87364
N -3.46529 0.06480 -4.03416
C 3.79902 -0.87941 -2.99839
C 1.79272 -3.67172 3.04282
C -2.42444 -0.98756 -4.03363
C -2.79428 1.45579 -4.11860
C -0.24993 -3.52075 1.60738
C -2.57119 2.13874 -2.85944
C -2.78579 0.28624 3.50012
C -1.68416 2.36741 2.72912
C 2.10186 2.51316 -4.18009
C -0.45003 3.22963 2.61675
C 2.98146 1.62338 -3.43384
C -1.43674 -2.67916 2.00680
H 1.07724 -3.61581 3.86322
H -0.53138 4.12854 3.22785
H -1.30545 -1.71556 1.51452
H -2.13967 1.52271 -2.07052
H 2.33817 3.50354 -3.79099
H -1.69030 -0.90928 -4.83551
H 2.76492 -3.23616 3.27349
H 2.90026 -1.08823 -2.41812
H 4.68102 -0.56223 -2.44200
H -4.14820 0.00772 -4.77611
H -2.77618 -0.16977 2.51014
H -0.38371 3.49205 1.56089
H -3.49360 2.56321 -2.46310
H -0.73548 0.60108 3.45432
H 1.70493 -3.02407 1.08739
H -1.46998 1.29438 4.64371
H -2.52365 -0.46341 4.24672
H 2.96036 -0.09067 -4.67162
H -2.38164 -3.17432 1.78299
H 2.26122 2.62920 -5.25211
H 0.41774 2.63010 2.89178
H -3.64152 0.89913 3.78331
H 1.00122 -1.97327 2.15532
H -1.39359 -2.68136 3.09594
H 4.44171 0.46391 -4.55891
H -1.91488 2.99578 -3.01054
H 1.83467 -4.73940 2.82742
H 1.04710 2.29625 -4.01117
H -1.88794 -0.85115 -3.09466
H 3.95349 -1.70212 -3.69653
H -4.09953 -0.03214 -3.25414
H -2.98198 -1.91544 -4.16119
```

=====

C3H13O3S | wB97M-V/def2-TZVPD

Values from the calculation:
charge: -1
HOMO energy: -3.012 eV
ΔE to the lowest compared entry with this formula, charge and spin: 0.686 eV
largest force on an atom: 1.58 eV Å⁻¹
LUMO level: 3.6 eV
Kohn-Sham gap: 0.24346 Ha
energy: -746.04895 Eh

```
20
C3H13O3S, DFT wB97M-V/def2-TZVPD
S -1.56955 0.21036 -1.64169
O 2.19146 -1.36351 0.31331
O 3.40372 -0.02377 2.18612
O 0.13085 -2.47412 -1.26205
C -1.46461 1.84847 0.61807
C -1.23938 0.62284 1.52912
C -0.88745 1.61529 -0.74753
H 1.91558 -1.75963 1.15311
H -0.70516 -2.87680 -0.95760
H -2.55213 2.05127 0.58378
H 1.58479 -1.61680 -0.38870
H -0.87632 2.49437 -1.42099
H -1.00630 2.73068 1.08012
H -0.17262 0.41142 1.42167
H 2.90612 -0.33354 1.38406
H 3.62796 0.86619 1.92542
H -1.46471 0.79265 2.58683
H -1.79983 -0.25573 1.23438
H -0.12571 -1.51607 -1.31436
H 0.20422 1.56441 -0.63252
```

=====

C3H4N2O2 | wB97M-V/def2-TZVPD

Values from the calculation:
HOMO energy: -8.938 eV
SMILES: [H]/N=c1/ccon1O
ΔE to the lowest compared entry with this formula, charge and spin: 5.127 eV
largest force on an atom: 2.21 eV Å⁻¹
LUMO level: 0.6 eV
Kohn-Sham gap: 0.35065 Ha
energy: -376.57537 Eh

```
11
C3H4N2O2, DFT wB97M-V/def2-TZVPD
O 1.00267 1.05492 1.15777
O 1.29961 -0.55289 -0.46126
N -1.82241 0.92026 0.39539
N 0.52512 0.63735 -0.07000
C -0.91509 -1.11363 -0.54614
C 0.37585 -1.49636 -0.70632
C -0.86116 0.20809 -0.02682
H 0.84720 -2.45051 -1.03858
H 1.49811 1.84019 0.88811
H -1.50150 1.85367 0.70715
H -1.77867 -1.75133 -0.73084
```

=====

C24H92N42O22 | wB97M-V/def2-TZVPD

Values from the calculation:
HOMO energy: -7.884 eV
ΔE to the lowest compared entry with this formula, charge and spin: 0.101 eV
largest force on an atom: 9.64 eV Å⁻¹
LUMO level: -0.9 eV
Kohn-Sham gap: 0.25672 Ha
energy: -4925.24066 Eh

```
180
C24H92N42O22, DFT wB97M-V/def2-TZVPD
O -1.51390 5.17404 0.42780
O 4.13098 1.75750 -0.65043
O 2.97082 1.67195 -5.12466
O 2.72508 -3.24404 -5.37035
O 2.11671 -0.05979 3.47446
O -0.77576 4.17707 -7.29133
O 3.21735 -7.04923 1.13147
O -3.93705 -0.43234 -2.18971
O 0.09418 -4.47728 3.67583
O -0.04527 1.35891 -3.74345
O 2.54210 4.95285 -0.13289
O 0.51363 7.64298 -3.24863
O 4.39547 -3.75655 -1.85302
O 0.13570 4.02970 4.23112
O -5.38321 -0.98152 1.69373
O -0.51631 -3.49312 -4.76986
O 0.46374 0.91972 -0.24597
O 5.36121 -2.83440 5.36316
O 0.03962 -6.63249 -0.76712
O -7.47721 3.06453 2.95439
O -3.25190 -5.18821 3.23420
O -3.40937 3.88565 -3.50706
N -4.48243 -4.84975 5.13492
N 1.52869 1.43722 5.03250
N 4.47313 0.24765 0.98000
N -5.54999 1.90735 3.27084
N -4.49051 2.75746 -1.94342
N 2.10493 -3.87207 2.97697
N -1.36264 -4.58652 -3.04010
N 3.46630 -1.21797 -6.00904
N -6.00678 -1.06118 -1.71630
N 5.84833 1.84267 0.71191
N -1.98912 4.22988 3.73191
N 4.33768 1.41839 -3.41958
N -1.79574 2.99497 0.38340
N 4.36181 -5.22765 0.72969
N -1.79412 1.35485 -2.35758
N 3.02735 5.48086 1.84697
N 0.83658 -4.22740 -3.27942
N -5.10417 -1.83988 -3.41256
N -1.43328 3.59949 5.79532
N 1.13600 -2.86726 4.71884
N 1.55692 -1.35148 -4.82796
N -6.95504 1.24321 1.88220
N 1.10137 3.05543 -6.73110
N 5.42567 -2.13436 -0.89663
N -0.38368 3.43123 -5.24351
N -0.91206 5.87493 -2.72748
N 3.77452 -1.25689 5.72073
N -1.70158 -5.78287 0.50317
N -2.47884 -4.10930 4.95894
N -4.17531 -2.86419 1.73182
N -4.19541 4.82682 -1.68891
N 4.86679 -1.21653 3.85724
N 1.80615 1.99805 3.00699
N 0.01265 3.72184 -0.34594
N -1.53467 -0.28401 -3.60263
N -5.73034 -2.73604 2.99656
N 4.01289 -1.61311 -2.31331
N 0.12631 -6.39846 1.42326
N 2.80585 -5.85395 -0.66803
N 3.83341 6.74357 0.37663
N -0.87607 7.57007 -1.46972
N 2.32929 1.72750 -2.97820
C 3.06091 5.71454 0.62777
C -4.91287 -1.08245 -2.36986
C -0.36361 -4.12963 -3.72661
C -1.12295 4.03653 0.23064
C -6.71214 2.15492 2.74155
C 0.13500 -0.30807 0.29093
C 3.44472 -6.06377 0.41727
C -3.45817 -4.72655 4.31930
C 2.59463 -2.02129 -5.40578
C 1.00606 -3.69675 3.72960
C 4.68640 -1.87559 4.99065
C -1.33579 -0.55762 0.05837
C 1.06044 -1.39411 -0.24049
C -5.11896 -2.09435 2.07456
C -1.06534 3.92150 4.57253
C 4.60738 -2.58911 -1.70145
C -0.06863 3.57812 -6.48370
C -0.45801 -6.28572 0.28655
C 4.71559 1.34722 0.33107
C -0.27607 7.06348 -2.50761
C -1.09367 0.86143 -3.33460
C -3.97721 3.81767 -2.42491
C 1.75469 1.02884 3.81207
C 3.19070 1.69702 -3.92753
H 0.36955 -2.89500 5.37603
H -0.65185 5.24500 -3.47285
H 1.44182 -3.49061 -3.61249
H -2.06307 -5.75613 1.44588
H 3.27560 -1.67718 -3.00064
H -2.39100 -5.61181 -0.21484
H 4.33700 -0.36504 3.73732
H -1.53277 5.54780 -2.00098
H 6.28514 1.55889 1.57723
H -0.75318 3.34019 6.49555
H -1.86982 0.34240 0.36314
H -2.32681 -4.68034 -3.32587
H 3.30827 -0.22702 -6.12372
H 5.16865 1.40804 -3.99358
H -3.52211 -2.71376 0.97631
H -4.79142 -4.05868 5.68158
H -2.56871 0.80507 -2.01429
H 2.09201 -1.05347 -0.32966
H 1.71091 -0.35762 -4.73506
H 6.10968 -2.80595 -0.57850
H 3.08094 6.31643 2.41181
H 1.04884 -2.33495 0.30978
H -0.11593 1.05375 -0.99937
H 5.48818 -1.54637 3.13254
H -0.89204 -0.81555 -4.17237
H -4.24011 -3.73042 2.24714
H -2.48105 -0.59006 -3.42715
H 2.92815 -3.29661 2.87099
H 0.40053 2.79999 -0.20504
H -1.54003 -0.73741 -0.99712
H -4.56243 1.97425 -2.57707
H 3.25699 -0.42870 5.46310
H -6.92590 -1.40588 -1.95403
H 1.35568 2.42854 5.11875
H -6.63814 -2.32221 3.15385
H 2.70000 1.53697 -2.05822
H -5.79839 -2.56578 -3.30655
H 2.13569 -4.65931 2.34498
H 5.35780 -1.17696 -0.58216
H 4.27890 -1.61168 -6.46154
H 1.06148 -4.82962 -2.50040
H -1.20599 7.07640 -0.65269
H -5.37248 -3.57400 3.43229
H 4.06834 6.83146 -0.60173
H 0.62836 4.47921 -0.60553
H 1.72467 -2.04956 4.64868
H -1.66686 -1.49188 0.51184
H -5.34235 2.38465 4.13640
H 0.69138 -1.79534 -1.18437
H -4.90941 2.77780 -1.02461
H -1.70476 4.34525 2.76966
H 0.87503 -1.95192 -4.38681
H -4.40820 -1.99151 -4.12860
H -3.82989 5.69191 -2.06057
H -1.65723 2.34895 -2.24290
H -1.57563 -3.95431 4.53434
H -2.63411 -3.59849 5.81630
H -2.96852 4.23774 3.97854
H -5.05403 1.04745 3.08458
H 0.24826 -0.11830 1.35829
H 1.54212 0.93984 5.91144
H -1.12676 -4.96562 -2.13415
H 5.21933 -0.27048 1.42138
H -1.38973 3.39276 -5.16293
H 0.14999 2.89241 -4.57647
H 6.22374 2.54460 0.09025
H -0.36316 -6.10692 2.25725
H 4.56172 -4.45504 0.11065
H -2.64297 3.34452 0.80779
H -1.29855 2.16241 0.66580
H 3.49658 0.07882 1.17483
H 1.71242 2.76600 -5.98080
H -6.36924 0.46286 1.62140
H 1.32327 1.76835 -3.05803
H 3.50007 -1.74364 6.56208
H 1.46412 3.30838 -7.63913
H 0.96399 -6.96209 1.44992
H -7.82898 1.36375 1.39048
H -4.45797 4.74639 -0.71696
H 2.30483 4.80980 2.06548
H 4.50984 1.66372 -2.45508
H 5.04869 -5.52089 1.40962
H 1.50977 2.89318 3.36892
H -2.43819 3.55221 5.88494
H 4.43493 -0.70948 -2.15385
H 1.94843 1.83919 2.01976
H 2.94957 -5.05565 -1.26982
H 2.14555 -6.55478 -0.97289
H -0.70135 8.55946 -1.36631
H 4.52168 7.06322 1.04311
H -5.06870 -5.65603 4.97282
H -5.78923 -0.45475 -0.93848
```

=====

C7H14 | wB97M-V/def2-TZVPD

Values from the calculation:
HOMO energy: -9.416 eV
SMILES: C[C@@H]1[C@H](C)C1(C)C
ΔE to the lowest compared entry with this formula, charge and spin: 0.776 eV
largest force on an atom: 0.18 eV Å⁻¹
LUMO level: 1.0 eV
Kohn-Sham gap: 0.38448 Ha
energy: -275.08774 Eh

```
21
C7H14, DFT wB97M-V/def2-TZVPD
C -0.80528 1.75355 0.83699
C -0.65323 -0.31997 -0.92874
C 0.79553 -0.78774 1.17218
C 1.96012 -0.14182 -0.98489
C 0.66313 -0.16503 -0.20415
C -0.24005 1.02909 -0.36546
C -1.76490 -1.20399 -0.39890
H 1.54282 -0.25307 1.77120
H -2.64531 -1.15619 -1.04894
H 2.69744 0.47991 -0.45953
H -1.44021 -2.25228 -0.36590
H -1.36184 2.64446 0.53154
H 1.81571 0.29037 -1.98166
H -1.46770 1.14149 1.45566
H 0.09260 1.72065 -1.13942
H 1.11586 -1.83435 1.09642
H -2.09144 -0.93207 0.60951
H 0.02154 2.08899 1.47632
H -0.56286 -0.37943 -2.01373
H 2.39332 -1.14242 -1.10661
H -0.14411 -0.77285 1.73103
```

=====

C33H37ClO2PtSi2 | wB97M-V/def2-TZVPD

Values from the calculation:
multiplicity: 3
HOMO energy (spin up / spin down): -5.133 / -6.575 eV
largest force on an atom: 2.50 eV Å⁻¹
LUMO level (spin up / spin down): -0.4 / -0.6 eV
Kohn-Sham gap (spin up / spin down): 0.17383 / 0.21856 Ha
energy: -2588.39839 Eh

```
76
C33H37ClO2PtSi2, DFT wB97M-V/def2-TZVPD
Pt 0.24054 1.37292 -0.25814
Cl -2.32014 -1.34146 -0.21018
Si 0.21384 -1.94483 -0.82847
Si -1.94555 0.28170 1.10057
O -1.09291 3.49766 2.47716
O -2.21240 4.01834 0.09395
C -0.84678 -2.56366 -3.32057
C -0.09717 -3.07405 -2.25002
C 0.50351 -3.22565 0.59685
C 1.92672 -4.55546 2.07570
C 1.48066 3.15149 -1.78389
C 1.13710 0.03510 -4.08453
C 0.31751 -4.05665 -4.83070
C -0.46202 -4.83537 2.17638
C -0.60260 -3.91434 1.13063
C -0.52549 4.64607 3.12579
C 1.10526 -1.49127 4.11734
C 0.55505 -4.31453 -2.42608
C 1.45561 3.18935 0.57461
C 0.64600 0.06475 -1.72146
C 1.76361 -0.84744 -1.45133
C -0.73419 -0.41075 2.31553
C 1.78142 -3.63525 1.01981
C -1.16143 -1.34054 3.27121
C -2.63307 4.62440 -1.11636
C 2.45538 -1.36347 -2.61201
C 0.30825 0.42346 -3.03776
C 1.54388 -0.66832 3.07861
C 2.03265 2.48926 -0.59352
C 0.66630 4.21660 -1.34373
C 2.23632 -0.80774 -3.84671
C -2.99083 4.37160 1.21205
C 0.61187 -0.09660 2.22013
C -0.24480 -1.83898 4.19520
C 0.81892 -4.76625 -3.72958
C -0.56649 -2.98657 -4.62518
C 0.80484 -5.13895 2.67379
C -2.50419 3.59286 2.41757
C 0.69033 4.27775 0.06800
H -4.04199 4.11288 1.03716
H -2.89033 4.05947 3.33229
H -0.58610 -2.54382 4.95146
H 0.21356 4.96833 -1.98401
H 3.20573 -2.13310 -2.44442
H 0.86967 -4.90884 -1.56317
H 0.56548 4.54564 3.08003
H -2.19702 -1.68249 3.26455
H 2.92669 -4.79539 2.44304
H -0.85272 5.57964 2.62599
H -2.38648 5.69622 -1.10794
H 0.87824 0.32184 -5.10863
H 2.68368 -3.24107 0.53780
H -2.08992 4.14441 -1.93739
H -1.40807 1.57727 0.31322
H 1.79245 3.03768 1.60081
H 2.89126 1.82376 -0.57370
H -1.61099 -1.80685 -3.13205
H 2.60202 -0.47400 2.92441
H -1.02111 -2.46824 -5.47384
H -0.83323 4.66862 4.18626
H -1.35055 -5.28755 2.62400
H 0.91649 -5.80681 3.53315
H 2.92196 -1.00546 -4.67565
H 0.28744 5.08679 0.66828
H 2.32286 -0.76492 -0.50924
H 0.97567 0.58880 1.39365
H 1.81613 -1.88183 4.84320
H -0.57267 1.04632 -3.21640
H 0.60550 -4.33579 -5.84990
H -2.90196 5.44736 1.40046
H 1.79793 2.93892 -2.79938
H -2.87981 2.56723 2.35513
H 1.43440 -5.65903 -3.88666
H -3.12102 0.75421 1.80981
H -3.71601 4.51245 -1.27734
H -1.60270 -3.71783 0.74437
```

=====

C17H15F2N3O2 | wB97M-V/def2-TZVPD

Values from the calculation:
HOMO energy: -7.867 eV
SMILES: COc1cc2ncnc(NCc3cc(F)ccc3F)c2cc1OC
ΔE to the lowest compared entry with this formula, charge and spin: 2.051 eV
largest force on an atom: 0.69 eV Å⁻¹
LUMO level: 0.5 eV
Kohn-Sham gap: 0.30733 Ha
energy: -1171.28480 Eh

```
39
C17H15F2N3O2, DFT wB97M-V/def2-TZVPD
F 2.79549 -2.04978 1.64279
F 2.40785 0.25264 -3.23948
O -3.24547 -1.14672 -0.57126
O -1.15106 -2.05277 1.17792
N -1.27023 3.20173 -0.48337
N 0.80187 3.58583 0.57042
N 2.11521 2.02953 1.50593
C -1.25390 -0.78097 0.69730
C 2.69739 -0.08106 0.34789
C 2.47784 -1.70237 -1.93475
C 2.69176 -1.47014 0.42801
C 0.92298 2.30907 0.91328
C -2.24290 1.04622 -0.52128
C 2.58248 -2.28257 -0.68388
C -0.29650 3.96419 -0.07827
C -4.27096 -0.66198 -1.40492
C -2.24926 -2.93763 1.16334
C -0.13439 1.38212 0.65810
C -0.22604 0.05019 1.08441
C 2.60941 0.49111 -0.91286
C 2.49808 -0.32243 -2.02555
C -1.20366 1.90129 -0.11918
C -2.27640 -0.27822 -0.15877
C 2.78515 0.75595 1.60323
H -4.85547 0.11879 -0.90925
H 2.38369 -2.30116 -2.82584
H 0.49273 -0.37716 1.75964
H -3.01229 1.48815 -1.13133
H -0.35690 5.01753 -0.32257
H 2.61444 1.56234 -1.03947
H -1.93486 -3.78620 1.77117
H -2.48260 -3.27953 0.15304
H 2.39261 0.18054 2.45022
H -3.87185 -0.27580 -2.34741
H 2.70244 2.85176 1.52229
H 2.57327 -3.35322 -0.55983
H -3.13906 -2.48466 1.60609
H 3.83964 0.95563 1.82021
H -4.91052 -1.52024 -1.60602
```